[1]
The following is a quantum chemistry calculation of one molecule with the formula C2H4FNO2 in a non-equilibrium geometry, from the OMol25 dataset.

Last columns: bonded neighbours and bond lengths (Å).
Atoms and positions in Å:
1 H 0.47856 -0.95685 1.40756  C5 1.179
2 H 0.12107 0.97340 1.13914  C5 1.098
3 O 1.66453 1.31586 -0.46450  N8 1.191
4 F -2.28870 0.40752 0.17475  C9 1.365
5 C 0.26546 -0.02808 0.71342  H1 1.179, H2 1.098, N8 1.473, C9 1.819
6 H -1.51132 -1.24298 -0.60970  C9 1.135
7 H -0.97222 0.31485 -1.19042  C9 0.980
8 N 1.42607 0.18727 -0.16751  O3 1.191, C5 1.473, O10 1.224
9 C -1.18551 -0.18149 -0.37307  F4 1.365, C5 1.819, H6 1.135, H7 0.980
10 O 2.00204 -0.78949 -0.62967  N8 1.224

- multiplicity = 1
- HOMO-LUMO gap (eV) = 11.34
- HOMO level (eV) = -11.285
- strongest force on any atom (Eh/bohr) = 0.1222
- ΔE to the lowest compared entry with this formula, charge and spin (kcal per mole) = 103.5
- SMILES = O=[N+]([O-])CCF

In the Löwdin picture, each atom carries the following charge in e: atom 1 (H): 0.156, atom 2 (H): 0.110, atom 3 (O): 0.083, atom 4 (F): -0.045, atom 5 (C): 0.021, atom 6 (H): 0.134, atom 7 (H): 0.044, atom 8 (N): -0.476, atom 9 (C): -0.083, atom 10 (O): 0.057

=====

[2]
The following is a quantum chemistry calculation of an isolated ion of composition C5H16NOSi and charge +1 in a non-equilibrium geometry, from the OMol25 dataset.

Last columns: bonded neighbours and bond lengths (Å).
Atoms and positions in Å:
1 H -1.53147 -1.52278 1.77513  C14 1.127
2 H 1.34612 3.12897 0.70199  C8 1.068
3 H -0.76429 0.05753 -2.12852  N11 1.038
4 H -0.31862 2.53090 0.75705  C8 1.030
5 Si 2.19941 -1.08489 0.12891  H10 1.536, C20 2.025, H21 1.440, H22 1.395
6 C -2.01052 0.44761 -0.11121  H7 1.100, H16 1.067, H17 1.049, C18 1.514
7 H -2.63233 -0.32705 -0.58355  C6 1.100
8 C 0.68324 2.29197 0.72850  H2 1.068, H4 1.030, O19 1.422, H23 1.072
9 H -0.52794 0.37554 1.33826  C18 1.044
10 H 2.32119 -2.54055 -0.34653  Si5 1.536
11 N 0.18885 -0.24949 -1.85335  H3 1.038, H15 1.052, C20 1.561, H24 1.025
12 H -1.59344 -2.17554 0.06427  C14 1.040
13 H -0.16156 -2.28679 1.03703  C14 1.159
14 C -1.05968 -1.61026 0.75555  H1 1.127, H12 1.040, H13 1.159, C18 1.528
15 H 0.32668 -1.29163 -1.90227  N11 1.052
16 H -1.82809 1.30071 -0.72563  C6 1.067
17 H -2.61513 0.65816 0.71959  C6 1.049
18 C -0.73980 -0.14616 0.45968  C6 1.514, H9 1.044, C14 1.528, C20 1.510
19 O 1.16163 1.43224 -0.29776  C8 1.422, C20 1.598
20 C 0.53271 -0.03649 -0.34519  Si5 2.025, N11 1.561, C18 1.510, O19 1.598
21 H 2.75886 -0.37225 -0.99001  Si5 1.440
22 H 2.60831 -0.75654 1.42181  Si5 1.395
23 H 0.74920 1.85336 1.70445  C8 1.072
24 H 0.90669 0.32344 -2.30821  N11 1.025

- charge = +1
- multiplicity = 1
- HOMO-LUMO gap (eV) = 10.78
- HOMO level (eV) = -14.072
- strongest force on any atom (Eh/bohr) = 0.0978
- ΔE to the lowest compared entry with this formula, charge and spin (kcal per mole) = 85.8
- SMILES = CO[C@@]([NH3+])([SiH3])C(C)C

In the Löwdin picture, each atom carries the following charge in e: atom 1 (H): 0.120, atom 2 (H): 0.106, atom 3 (H): 0.162, atom 4 (H): 0.062, atom 5 (Si): 0.810, atom 6 (C): -0.049, atom 7 (H): 0.099, atom 8 (C): -0.092, atom 9 (H): 0.100, atom 10 (H): -0.038, atom 11 (N): 0.228, atom 12 (H): 0.059, atom 13 (H): 0.091, atom 14 (C): -0.061, atom 15 (H): 0.174, atom 16 (H): 0.085, atom 17 (H): 0.085, atom 18 (C): -0.430, atom 19 (O): -0.202, atom 20 (C): -0.435, atom 21 (H): -0.058, atom 22 (H): -0.060, atom 23 (H): 0.087, atom 24 (H): 0.157

=====

Which value of ΔE to the lowest compared entry with this formula, charge and spin does entry 1 give? 103.5 kcal per mole

=====

What did the second record say?
The following is a quantum chemistry calculation of an isolated ion of composition C5H16NOSi and charge +1 in a non-equilibrium geometry, from the OMol25 dataset.

Last columns: bonded neighbours and bond lengths (Å).
Atoms and positions in Å:
1 H -1.53147 -1.52278 1.77513  C14 1.127
2 H 1.34612 3.12897 0.70199  C8 1.068
3 H -0.76429 0.05753 -2.12852  N11 1.038
4 H -0.31862 2.53090 0.75705  C8 1.030
5 Si 2.19941 -1.08489 0.12891  H10 1.536, C20 2.025, H21 1.440, H22 1.395
6 C -2.01052 0.44761 -0.11121  H7 1.100, H16 1.067, H17 1.049, C18 1.514
7 H -2.63233 -0.32705 -0.58355  C6 1.100
8 C 0.68324 2.29197 0.72850  H2 1.068, H4 1.030, O19 1.422, H23 1.072
9 H -0.52794 0.37554 1.33826  C18 1.044
10 H 2.32119 -2.54055 -0.34653  Si5 1.536
11 N 0.18885 -0.24949 -1.85335  H3 1.038, H15 1.052, C20 1.561, H24 1.025
12 H -1.59344 -2.17554 0.06427  C14 1.040
13 H -0.16156 -2.28679 1.03703  C14 1.159
14 C -1.05968 -1.61026 0.75555  H1 1.127, H12 1.040, H13 1.159, C18 1.528
15 H 0.32668 -1.29163 -1.90227  N11 1.052
16 H -1.82809 1.30071 -0.72563  C6 1.067
17 H -2.61513 0.65816 0.71959  C6 1.049
18 C -0.73980 -0.14616 0.45968  C6 1.514, H9 1.044, C14 1.528, C20 1.510
19 O 1.16163 1.43224 -0.29776  C8 1.422, C20 1.598
20 C 0.53271 -0.03649 -0.34519  Si5 2.025, N11 1.561, C18 1.510, O19 1.598
21 H 2.75886 -0.37225 -0.99001  Si5 1.440
22 H 2.60831 -0.75654 1.42181  Si5 1.395
23 H 0.74920 1.85336 1.70445  C8 1.072
24 H 0.90669 0.32344 -2.30821  N11 1.025

- charge = +1
- multiplicity = 1
- HOMO-LUMO gap (eV) = 10.78
- HOMO level (eV) = -14.072
- strongest force on any atom (Eh/bohr) = 0.0978
- ΔE to the lowest compared entry with this formula, charge and spin (kcal per mole) = 85.8
- SMILES = CO[C@@]([NH3+])([SiH3])C(C)C

In the Löwdin picture, each atom carries the following charge in e: atom 1 (H): 0.120, atom 2 (H): 0.106, atom 3 (H): 0.162, atom 4 (H): 0.062, atom 5 (Si): 0.810, atom 6 (C): -0.049, atom 7 (H): 0.099, atom 8 (C): -0.092, atom 9 (H): 0.100, atom 10 (H): -0.038, atom 11 (N): 0.228, atom 12 (H): 0.059, atom 13 (H): 0.091, atom 14 (C): -0.061, atom 15 (H): 0.174, atom 16 (H): 0.085, atom 17 (H): 0.085, atom 18 (C): -0.430, atom 19 (O): -0.202, atom 20 (C): -0.435, atom 21 (H): -0.058, atom 22 (H): -0.060, atom 23 (H): 0.087, atom 24 (H): 0.157

=====

What is the multiplicity in the second record? 1